Entry 1:
# C7H11N

2 unconnected molecules or ions with the total composition C7H11N at a distorted geometry (ωB97M-V/def2-TZVPD, OMol25).

Last column: natural (NBO) charge in e.
CARTESIAN COORDINATES (ANGSTROEM)
C1 0.143 0.410 0.785  -0.05
C2 -0.136 0.087 -2.620  -0.43
C3 1.434 1.080 1.107  -0.66
N1 -0.511 1.158 -1.748  -0.85
C4 -0.160 -0.900 0.593  0.15
C5 -0.840 -1.849 -0.016  -0.58
C6 -0.558 -0.326 2.241  -0.06
C7 -0.832 -0.565 3.388  -0.24
H1 -0.069 2.043 -1.988  0.35
H2 -0.351 1.211 -0.678  0.38
H3 -0.198 0.182 -3.707  0.21
H4 0.909 -0.266 -2.487  0.16
H5 -0.648 -0.879 -2.585  0.20
H6 1.691 1.032 2.167  0.26
H7 2.279 0.610 0.597  0.23
H8 1.397 2.149 0.910  0.23
H9 -1.665 -1.594 -0.663  0.25
H10 -0.761 -2.877 0.310  0.23
H11 -1.126 -0.706 4.393  0.24

Its gap between HOMO and LUMO (spin up / spin down) is 8.0 / 8.0 eV. As for the charge: 0.

Entry 2:
# C7H11N

A single C7H11N molecule at a distorted geometry (ωB97M-V/def2-TZVPD, OMol25).

Last column: natural (NBO) charge in e.
CARTESIAN COORDINATES (ANGSTROEM)
C1 -1.256 -1.422 0.604  -0.28
C2 -0.159 -1.638 1.286  -0.09
C3 -1.045 -0.504 -0.458  0.29
C4 0.942 -0.703 0.814  -0.44
C5 0.259 0.231 -0.107  -0.14
C6 1.041 0.615 -1.387  -0.59
C7 -0.175 1.456 0.703  -0.59
N1 -1.816 -0.261 -1.454  -0.63
H1 -2.104 -2.116 0.513  0.23
H2 -0.056 -2.236 2.125  0.21
H3 1.560 -0.220 1.537  0.22
H4 1.612 -1.284 0.267  0.22
H5 1.650 -0.271 -1.808  0.22
H6 1.715 1.556 -1.353  0.21
H7 0.296 0.873 -2.075  0.20
H8 0.480 2.239 0.619  0.21
H9 -0.357 1.286 1.847  0.21
H10 -1.137 1.820 0.365  0.22
H11 -1.449 0.577 -2.038  0.33

Its gap between HOMO and LUMO is 10.2 eV. The SMILES is [H]/N=C1/C=CCC1(C)C. As for the charge: 0.

Entry 3:
# C7H11N

A single C7H11N molecule at a distorted geometry (ωB97M-V/def2-TZVPD, OMol25).

Last column: natural (NBO) charge in e.
CARTESIAN COORDINATES (ANGSTROEM)
C1 1.895 -1.051 -0.327  -0.26
C2 0.619 -0.498 0.082  0.06
C3 -0.628 -1.209 -0.336  -0.41
C4 -1.543 0.075 -0.521  -0.26
C5 -2.301 1.398 -0.099  -0.36
C6 -0.923 1.102 0.611  -0.23
C7 0.651 0.977 0.009  -0.41
H1 1.821 -1.892 -1.017  0.19
H2 2.928 -0.500 -0.377  0.20
H3 2.081 -0.731 1.704  0.33
H4 -0.755 -1.678 0.611  0.24
H5 -0.454 -1.883 -1.187  0.22
H6 -0.972 0.449 -1.213  0.16
H7 -3.034 1.538 0.713  0.24
H8 -2.240 2.100 -0.914  0.23
H9 -0.938 0.447 1.602  0.20
H10 0.705 1.483 -0.956  0.22
H11 1.586 1.345 0.576  0.22
N1 1.503 -1.471 1.040  -0.57

Its gap between HOMO and LUMO is 9.7 eV. The SMILES is C1[C@@H]2CC3(CN3)C[C@@H]12. As for the charge: 0.

The evaluated energy relative to the best compared isomer or geometry (same formula, charge and spin) for the records listed, in turn: 8.732, 1.857, 7.724 eV.
The evaluated E for the records listed, in turn: -8918.996, -8925.872, -8920.004 eV.